Record 1
This record from the Open Molecules 2025 dataset describes a 2-piece molecular cluster, C4H12NO2 overall at a distorted geometry. The level of theory is wB97M-V/def2-TZVPD.

XYZ file:
```
19
Properties=species:S:1:pos:R:3:forces:R:3:lowdin_charge:R:1
C 0.989 -1.187 1.245 -0.2 -0.8 -0.5 -0.047
C 0.103 -0.116 0.594 0.8 -2.4 -0.2 -0.322
C -1.319 -0.312 1.062 -1.3 1.4 0.9 -0.105
C -2.406 0.478 0.303 1.5 -0.6 0.1 -0.160
O -2.255 0.742 -0.864 -0.3 0.4 -0.4 0.057
N 0.222 -0.200 -0.931 0.8 1.3 1.2 0.208
H 0.803 -2.222 0.920 -0.8 0.3 0.1 0.095
H 0.768 -1.129 2.314 0.7 -0.1 0.0 0.099
H 2.039 -1.144 0.960 0.2 0.9 0.6 0.090
H 0.512 0.798 0.992 -0.1 0.8 -0.7 0.154
H -1.352 0.081 2.099 0.0 -0.3 -0.4 0.142
H -1.649 -1.346 1.152 0.1 -0.2 -0.2 0.138
H -3.272 0.823 0.852 -0.6 0.0 0.3 0.133
H 0.291 -1.142 -1.308 -0.2 -0.1 0.2 0.173
H 1.061 0.363 -1.234 -0.4 -0.3 -0.2 0.103
H -0.627 0.293 -1.242 -0.3 -0.2 -0.6 0.102
H 2.280 2.287 -1.809 0.3 0.6 0.2 0.074
H 1.747 1.523 -2.999 -0.1 0.1 -0.7 0.074
O 2.067 1.409 -2.109 0.0 -0.5 0.3 -0.008
```
Positions in Å, forces in eV/Å.

Calculated values
Total charge: +1
Gap between HOMO and LUMO (eV): 11.343
Relative energy (zero: lowest compared OMol25 entry of this formula, charge and spin) (kJ/mol): 95.85
Electronic energy (Ha): -364.598720
E_HOMO (eV): -14.41



Record 2
This record from the Open Molecules 2025 dataset describes a 2-piece molecular cluster, C4H12NO2 overall at a distorted geometry. The level of theory is wB97M-V/def2-TZVPD.

XYZ file:
```
19
Properties=species:S:1:pos:R:3:forces:R:3:lowdin_charge:R:1
C -1.296 -0.786 -0.375 1.3 -0.8 -0.2 -0.026
C 0.128 -0.030 -0.328 -1.8 -0.4 -0.9 -0.262
C -0.003 1.392 -0.959 -0.9 -0.7 0.2 -0.111
C -0.828 2.352 0.012 -0.8 -1.8 0.1 -0.171
O -1.694 1.951 0.777 1.9 0.9 -1.5 0.067
N 1.277 -0.783 -1.138 -1.4 1.9 0.3 0.241
H -1.335 -1.963 -0.239 0.6 2.4 -0.9 0.127
H -1.793 -0.371 -1.292 0.1 -1.0 0.9 0.092
H -1.814 -0.476 0.523 -0.2 0.5 -0.1 0.061
H 0.502 0.013 0.707 0.1 -0.2 -0.5 0.131
H -0.526 1.217 -1.943 0.2 0.7 0.9 0.136
H 0.964 1.864 -1.216 -0.3 -0.1 0.4 0.114
H -0.517 3.394 -0.095 -0.3 0.3 0.2 0.123
H 1.593 -1.394 -0.446 1.4 -1.5 1.1 0.129
H 1.916 -0.033 -1.336 1.0 0.1 0.2 0.142
H 1.185 -1.271 -2.019 -1.1 -0.3 -0.2 0.172
H 0.370 -2.336 3.067 -1.9 -2.6 0.9 -0.015
H 0.967 -1.066 3.562 0.1 -1.4 -2.2 0.111
O 0.904 -1.675 2.737 1.8 4.0 1.2 -0.061
```
Positions in Å, forces in eV/Å.

Calculated values
Total charge: +1
Gap between HOMO and LUMO (eV): 10.449
Relative energy (zero: lowest compared OMol25 entry of this formula, charge and spin) (kJ/mol): 237.89
Electronic energy (Ha): -364.544617
E_HOMO (eV): -13.88



Record 3
This record from the Open Molecules 2025 dataset describes a 2-piece molecular cluster, C4H12NO2 overall at a distorted geometry. The level of theory is wB97M-V/def2-TZVPD.

XYZ file:
```
19
Properties=species:S:1:pos:R:3:forces:R:3:lowdin_charge:R:1
C 0.969 0.711 0.992 2.2 -3.1 -2.9 -0.014
C 0.026 0.242 -0.188 2.3 0.8 1.3 -0.256
C 0.613 -0.877 -1.116 -1.7 1.4 -1.5 -0.115
C 0.462 -2.315 -0.701 0.5 1.5 -0.8 -0.259
O 0.122 -2.495 0.407 -1.0 -1.5 2.5 0.112
N 0.030 1.534 -1.075 -4.5 -3.0 -2.4 0.194
H 2.090 0.400 0.802 -2.2 0.8 0.3 0.144
H 0.703 0.387 1.926 -0.8 -1.9 2.1 0.051
H 0.892 1.707 1.192 0.0 3.2 -0.2 0.040
H -0.989 0.132 0.205 0.2 -0.3 -0.5 0.104
H 1.712 -0.756 -1.202 -0.6 0.4 -0.7 0.136
H -0.051 -0.707 -2.066 1.9 -0.7 0.9 0.153
H 0.786 -3.089 -1.408 -0.1 -0.2 -0.1 0.137
H 0.314 1.223 -2.070 -1.3 1.0 1.5 0.189
H 0.679 2.171 -0.823 2.9 2.6 1.5 0.084
H -0.949 2.012 -0.939 2.3 -1.1 -1.1 0.230
H -2.307 -0.809 2.058 0.2 -6.8 3.1 -0.034
H -2.770 0.554 2.306 -0.5 0.4 0.6 0.062
O -2.332 -0.026 1.701 0.2 6.4 -3.6 0.043
```
Positions in Å, forces in eV/Å.

Calculated values
Total charge: +1
Gap between HOMO and LUMO (eV): 10.189
Relative energy (zero: lowest compared OMol25 entry of this formula, charge and spin) (kJ/mol): 304.85
Electronic energy (Ha): -364.519116
E_HOMO (eV): -13.70



Record 4
This record from the Open Molecules 2025 dataset describes an isolated ion of composition C4H12NO2 and charge +1 at a distorted geometry. The level of theory is wB97M-V/def2-TZVPD.

XYZ file:
```
19
Properties=species:S:1:pos:R:3:forces:R:3:lowdin_charge:R:1
C -0.423 -1.492 -1.268 -0.5 -0.8 -1.2 0.034
N -0.375 -0.659 0.015 -0.4 -0.5 -2.4 -0.084
C -1.739 -0.081 0.327 0.6 1.7 0.8 0.042
C 0.753 0.292 0.043 1.0 5.1 -1.7 -0.492
C 0.685 1.076 1.348 2.4 3.0 -1.0 0.008
O 1.866 -0.362 -0.229 -0.8 -2.4 -0.8 0.125
O 0.632 1.428 -1.216 -0.7 -2.3 2.3 -0.064
H -1.361 -2.089 -1.286 0.6 0.6 0.3 0.117
H -0.403 -0.849 -2.158 -0.3 0.3 0.7 0.114
H 0.402 -2.197 -1.473 -0.1 0.5 1.1 0.114
H -0.138 -1.272 0.794 0.0 -0.2 0.0 0.188
H -1.544 0.933 0.797 -0.5 -1.8 0.5 0.114
H -2.305 0.323 -0.499 0.2 -1.0 -1.0 0.112
H -2.257 -0.881 0.880 -0.1 0.9 0.0 0.128
H 1.737 1.325 1.770 -1.6 -0.4 -1.0 0.143
H 0.132 2.060 1.232 0.9 -1.2 -0.1 0.125
H 0.202 0.572 2.098 -1.1 -1.5 1.9 0.054
H 2.654 -0.054 0.161 1.3 0.9 0.9 0.122
H 1.482 1.925 -1.335 -0.8 -1.0 0.7 0.099
```
Positions in Å, forces in eV/Å.

Calculated values
Total charge: +1
Gap between HOMO and LUMO (eV): 11.609
Relative energy (zero: lowest compared OMol25 entry of this formula, charge and spin) (kJ/mol): 295.22
SMILES string: C[NH+](C)C(C)(O)O
Electronic energy (Ha): -364.522781
E_HOMO (eV): -14.88



Record 5
This record from the Open Molecules 2025 dataset describes a 3-piece molecular cluster, C4H12NO2 overall at a distorted geometry. The level of theory is wB97M-V/def2-TZVPD.

XYZ file:
```
19
Properties=species:S:1:pos:R:3:forces:R:3:lowdin_charge:R:1
C 0.596 0.626 3.097 -0.7 -3.0 -0.1 -0.031
C 0.485 -0.147 1.751 0.9 2.5 1.1 -0.258
C 1.301 -1.143 1.415 -1.8 0.8 -1.9 0.122
C -0.466 1.695 0.346 1.0 0.6 1.8 0.180
N -0.396 0.487 0.701 1.0 -2.4 -0.6 0.095
H -0.362 0.988 3.400 -0.5 1.5 -0.3 0.070
H 0.551 -0.202 3.854 1.0 0.5 -0.5 0.103
H 1.487 1.225 3.248 -0.3 0.3 -0.1 0.090
H 1.052 -1.594 0.456 0.6 -0.2 0.0 0.076
H 2.231 -1.370 1.886 -0.1 -0.5 0.8 0.091
H -1.015 2.075 -0.475 -0.6 -0.3 -0.9 0.120
H 0.107 2.381 0.930 0.0 0.7 0.5 0.117
H -0.680 -0.154 -0.055 -0.7 -0.6 0.1 0.097
H 0.282 -0.943 -3.850 0.2 0.6 -0.8 0.055
H -0.211 0.007 -5.023 0.1 -0.3 0.8 0.082
O -0.139 -0.086 -4.051 0.0 -0.5 0.0 -0.063
H -1.424 -1.965 -1.691 0.0 0.3 1.0 0.078
H -0.946 -0.865 -2.548 -0.3 0.7 2.6 0.069
O -1.086 -1.060 -1.535 0.1 -0.7 -3.4 -0.093
```
Positions in Å, forces in eV/Å.

Calculated values
Total charge: +1
Gap between HOMO and LUMO (eV): 9.668
Relative energy (zero: lowest compared OMol25 entry of this formula, charge and spin) (kJ/mol): 281.08
Electronic energy (Ha): -364.528167
E_HOMO (eV): -14.20



Record 6
This record from the Open Molecules 2025 dataset describes a 2-piece molecular cluster, C4H12NO2 overall at a distorted geometry. The level of theory is wB97M-V/def2-TZVPD.

XYZ file:
```
19
Properties=species:S:1:pos:R:3:forces:R:3:lowdin_charge:R:1
C 1.435 -1.611 1.100 0.1 2.8 -0.2 -0.123
C 1.135 -1.259 -0.353 -3.3 -0.9 -0.5 -0.156
C -0.562 -1.084 -0.931 0.0 1.8 2.0 0.046
C -2.186 -0.201 -0.740 5.6 -1.6 1.1 -0.436
N -1.105 2.311 1.745 -1.3 1.4 1.3 0.265
O -2.383 0.680 0.051 -1.3 0.8 0.0 0.039
O -2.954 -0.789 -1.586 -2.5 0.5 -0.5 0.149
H 1.368 -0.646 1.688 0.4 -1.1 -0.3 0.077
H 2.420 -2.053 1.195 0.2 0.2 0.0 0.075
H 0.749 -2.254 1.552 -1.2 -1.3 0.5 0.044
H 1.400 -0.280 -0.622 1.5 0.9 -0.4 0.049
H 1.538 -2.072 -1.021 -0.7 1.2 0.3 0.118
H -0.445 -0.844 -1.929 0.5 0.2 -2.2 0.039
H -0.967 -2.011 -0.855 -1.1 -2.9 0.0 0.024
H -1.207 1.773 2.629 0.6 -0.5 -1.0 0.158
H -1.408 3.258 2.156 0.9 -1.2 -1.6 0.187
H -0.164 2.289 1.314 -0.4 0.2 0.8 0.156
H -1.775 1.928 1.009 0.3 -0.1 0.6 0.093
H -3.907 -0.437 -1.587 1.7 -0.5 0.1 0.196
```
Positions in Å, forces in eV/Å.

Calculated values
Total charge: +1
Gap between HOMO and LUMO (eV): 9.847
Relative energy (zero: lowest compared OMol25 entry of this formula, charge and spin) (kJ/mol): 321.30
Electronic energy (Ha): -364.512849
E_HOMO (eV): -13.61



Record 7
This record from the Open Molecules 2025 dataset describes an isolated ion of composition C4H12NO2 and charge +1 at a distorted geometry. The level of theory is wB97M-V/def2-TZVPD.

XYZ file:
```
19
Properties=species:S:1:pos:R:3:forces:R:3:lowdin_charge:R:1
C 0.150 2.067 -0.609 -0.2 -0.4 -0.2 -0.005
C 0.812 0.771 -0.195 0.9 0.1 1.0 -0.356
O 1.144 0.744 1.226 -0.2 0.0 -0.3 -0.047
C 0.013 -0.498 -0.392 -0.4 -0.6 0.4 -0.206
N 0.809 -1.636 0.242 0.0 -0.2 -0.2 0.232
C -1.349 -0.569 0.302 0.1 1.7 -0.7 -0.213
O -1.974 -1.683 -0.278 -0.2 -0.4 0.7 -0.026
H 0.717 2.892 -0.188 0.0 0.1 -0.1 0.098
H 0.124 2.129 -1.695 0.2 0.2 -0.1 0.101
H -0.882 2.135 -0.275 0.0 0.1 0.2 0.082
H 1.787 0.671 -0.680 -0.2 0.0 -0.5 0.154
H 1.945 1.265 1.361 -0.2 0.0 0.1 0.118
H -0.164 -0.787 -1.421 0.2 0.3 -0.3 0.169
H 1.536 -2.072 -0.327 0.1 0.5 -0.2 0.179
H 1.225 -1.202 1.085 -0.1 -0.3 0.0 0.160
H 0.163 -2.404 0.443 -0.1 0.1 0.4 0.166
H -1.256 -0.502 1.395 0.0 -0.7 0.0 0.146
H -1.891 0.349 0.043 0.0 -0.1 -0.1 0.130
H -2.910 -1.671 -0.038 0.1 -0.2 -0.1 0.119
```
Positions in Å, forces in eV/Å.

Calculated values
Total charge: +1
Gap between HOMO and LUMO (eV): 11.786
Relative energy (zero: lowest compared OMol25 entry of this formula, charge and spin) (kJ/mol): 110.26
SMILES string: C[C@@H](O)[C@@H]([NH3+])CO
Electronic energy (Ha): -364.593232
E_HOMO (eV): -15.00



Record 8
This record from the Open Molecules 2025 dataset describes a 2-piece molecular cluster, C4H12NO2 overall at a distorted geometry. The level of theory is wB97M-V/def2-TZVPD.

XYZ file:
```
19
Properties=species:S:1:pos:R:3:forces:R:3:lowdin_charge:R:1
C 0.265 -2.040 1.132 0.3 1.9 -0.7 -0.053
C 0.849 1.410 0.539 0.6 -0.1 -2.6 -0.183
C 0.617 0.423 -0.631 3.3 4.0 -2.6 -0.027
C -0.519 -1.547 -0.002 -0.5 -2.3 -2.1 -0.316
N -0.499 0.932 -1.567 2.0 2.3 3.2 0.218
O 0.654 2.746 -0.039 -0.7 -0.7 1.7 -0.078
O -1.812 -1.134 0.103 0.7 0.9 -1.7 0.028
H 0.622 -1.274 1.833 -0.2 0.1 0.1 0.092
H 1.127 -2.578 0.837 0.7 -0.6 -0.5 0.085
H -0.393 -2.680 1.599 -1.2 -1.8 1.9 0.067
H 1.868 1.396 0.983 -0.8 -0.6 -0.3 0.146
H 0.075 1.060 1.177 -0.7 0.6 1.5 0.100
H 1.472 0.186 -1.339 -0.9 -0.2 1.3 0.153
H -0.400 -1.935 -1.037 0.5 0.3 0.7 0.134
H -1.318 0.835 -1.006 -1.4 0.2 0.1 0.134
H -0.514 0.345 -2.307 -0.5 -2.6 -3.1 0.106
H -0.329 1.911 -1.937 -0.2 -1.0 1.0 0.199
H 0.327 3.291 0.713 0.3 -0.1 -0.9 0.119
H -2.090 -1.346 0.950 -1.5 -0.4 2.8 0.073
```
Positions in Å, forces in eV/Å.

Calculated values
Total charge: +1
Gap between HOMO and LUMO (spin up / spin down) (eV): 6.945 / 9.596
Multiplicity: 3
Relative energy (zero: lowest compared OMol25 entry of this formula, charge and spin) (kJ/mol): 141.54
Expectation value of S²: 2.0067
Electronic energy (Ha): -364.378932
E_HOMO (spin up / spin down) (eV): -10.16 / -15.40



- Look up the total charge of the third one.
  +1